Record 1
An isolated molecule of C4H7F at a distorted geometry. Source: the Open Molecules 2025 dataset; level of theory: ωB97M-V/def2-TZVPD.

Energy above the lowest of the compared OMol25 structures with the same formula, charge and spin   3.088 eV
Energy   -256.3304 a.u.
Largest force on an atom   9.1 eV/A
HOMO   -8.74 eV
Frontier orbital gap   9.66 eV
SMILES   C/C=C/CF

The geometry in ORCA input format:
```
! RIJCOSX wB97M-V def2-TZVPD def2/J DEFGRID3
* xyz 0 1
C 1.67796 0.91076 -0.50802
C 0.68325 0.01532 -0.10420
C -0.69675 -0.23739 -0.49923
C -1.71270 -0.88884 0.44217
H 1.40876 1.87717 -0.72784
H 2.12242 0.93814 0.40283
H 2.52024 0.45566 -1.06252
H 1.06086 -0.48294 0.96108
H -1.04298 0.40339 -1.16242
H -1.58298 -0.08941 1.49584
H -1.52161 -1.80163 0.92629
F -2.91645 -1.10023 -0.16397
*
```

Atomic partial charges in e from the Mulliken method, atoms 1 to 6: C -1.13; C 0.02; C -0.44; C -0.25; H 0.38; H 0.40

Record 2
C15H30ClFN2O2Si as an isolated structure at a distorted geometry. Source: the Open Molecules 2025 dataset; level of theory: ωB97M-V/def2-TZVPD.

Energy above the lowest of the compared OMol25 structures with the same formula, charge and spin   3.594 eV
Energy   -1698.4388 a.u.
Largest force on an atom   2.4 eV/A
HOMO   -13.54 eV
Frontier orbital gap   6.17 eV

The geometry in ORCA input format:
```
! RIJCOSX wB97M-V def2-TZVPD def2/J DEFGRID3
* xyz 2 1
Cl -2.34728 2.32286 5.61977
C -1.23556 2.88667 4.33190
N -0.88801 1.81037 3.36023
C -0.16426 0.64717 4.03088
C 0.20679 -0.36666 2.99607
N -0.21894 0.17629 1.68494
F 0.23644 -0.89521 0.57445
C 0.47106 1.43166 1.34003
C 0.04776 2.44096 2.36043
C -1.69217 0.27221 1.60864
C -2.11513 1.29552 2.61517
H -1.73311 3.70502 3.79513
H -0.31506 3.24135 4.81519
H 0.71976 1.07478 4.52172
H -0.84514 0.25420 4.79450
H 1.28654 -0.53852 2.94362
H -0.31853 -1.31685 3.13391
H 1.54519 1.22687 1.37172
H 0.17219 1.70478 0.32432
H -0.49507 3.28099 1.90970
H 0.90173 2.82804 2.93016
H -1.96076 0.54979 0.58324
H -2.08931 -0.72230 1.83701
H -2.79572 0.89561 3.37626
H -2.58105 2.17088 2.14354
C -2.46453 -0.23078 -4.25815
Si -0.76505 -0.05883 -3.52765
C 0.53410 0.07305 -4.84097
C -0.68010 1.28182 -2.23392
O -0.54483 -1.50195 -2.60970
C 0.59383 -1.95486 -2.08705
C 0.64116 -2.45684 -0.79845
C 1.90346 -3.01102 -0.27815
C 3.13483 -2.51736 -1.04746
C 2.88035 -2.57351 -2.52336
O 1.66685 -1.78362 -2.84516
H -2.79696 0.73877 -4.65517
H -2.46427 -0.95177 -5.08629
H -3.19753 -0.56532 -3.51282
H 0.33044 0.96662 -5.44957
H 1.54396 0.16731 -4.42608
H 0.51431 -0.79996 -5.50430
H -0.83760 2.25708 -2.71805
H -1.45806 1.15628 -1.46716
H 0.30279 1.30292 -1.74492
H -0.30097 -2.68287 -0.32477
H 2.01155 -2.74731 0.77795
H 1.89049 -4.10858 -0.34232
H 3.39036 -1.50187 -0.72549
H 3.99231 -3.15800 -0.81699
H 3.68859 -2.11716 -3.10754
H 2.69816 -3.59875 -2.84895
*
```

Atomic partial charges in e from the Mulliken method, atoms 1 to 6: Cl -0.06; C -0.48; N -0.34; C -0.51; C -0.49; N -0.21

Record 3
C35H33N2O4P2PtS as an isolated structure at a distorted geometry. Source: the Open Molecules 2025 dataset; level of theory: ωB97M-V/def2-TZVPD.

Energy   -2964.0672 a.u.
Largest force on an atom   3.1 eV/A
HOMO   -10.52 eV
Frontier orbital gap   6.46 eV

The geometry in ORCA input format:
```
! RIJCOSX wB97M-V def2-TZVPD def2/J DEFGRID3
* xyz 1 1
Pt -1.72419 0.95938 1.09684
O -1.83907 5.68105 0.95985
C -1.92831 4.38887 1.22410
O -1.01354 3.73182 1.65698
C -3.28699 3.82249 0.96385
C -4.38540 4.63848 0.75471
C -5.63928 4.05530 0.62219
C -5.75881 2.68505 0.70060
C -4.61199 1.92721 0.89564
N -3.41286 2.47480 1.01484
C -4.67589 0.39961 1.07338
O -5.72444 -0.15291 0.82466
O -3.59106 -0.13294 1.50577
H -0.95723 6.02334 1.16094
H -4.25476 5.70938 0.70933
H -6.51193 4.67526 0.46973
H -6.70452 2.16814 0.62093
C 5.38068 -3.82088 1.52054
S 3.78571 -3.85751 2.37418
C 3.11430 -2.27672 1.77469
C 1.79797 -1.98888 2.47703
C 1.17823 -0.66254 2.04530
N 0.83862 -0.56746 0.58295
P 0.69988 1.20059 0.31274
C 2.48291 1.56368 0.47677
C 2.91431 2.70446 1.14352
C 4.27213 2.95451 1.27984
C 5.19829 2.06940 0.75187
C 4.76775 0.92872 0.08470
C 3.41521 0.67117 -0.05024
C 0.43464 1.56717 -1.47079
C 1.49067 1.77639 -2.35969
C 1.24870 2.18101 -3.66268
C -0.04618 2.41903 -4.09236
C -1.10446 2.24172 -3.21346
C -0.86421 1.83203 -1.91416
P -0.81043 -1.05995 0.36541
C -0.91333 -2.79232 0.86511
C -0.00295 -3.68680 0.30304
C -0.06390 -5.02277 0.64721
C -1.04534 -5.47012 1.52646
C -1.96542 -4.58173 2.05943
C -1.90396 -3.23364 1.73370
C -1.02497 -1.21915 -1.42225
C 0.03161 -1.36587 -2.31241
C -0.22845 -1.48734 -3.66728
C -1.53674 -1.46782 -4.13113
C -2.59284 -1.33437 -3.24102
C -2.34012 -1.21244 -1.88538
H 5.92582 -4.71159 1.82077
H 5.93935 -2.93466 1.81570
H 5.22209 -3.83217 0.44367
H 2.97267 -2.36172 0.69559
H 3.85025 -1.49720 1.98346
H 1.97322 -1.92661 3.55343
H 1.10794 -2.81038 2.30367
H 1.89905 0.12542 2.27339
H 0.28413 -0.47327 2.65957
H 2.18279 3.38517 1.56172
H 4.60953 3.83834 1.80349
H 6.25688 2.26457 0.85564
H 5.48773 0.23897 -0.33526
H 3.07104 -0.22000 -0.55695
H 2.50925 1.63647 -2.03261
H 2.07735 2.31188 -4.34543
H -0.23162 2.75866 -5.10251
H -2.11728 2.42663 -3.54569
H -1.70152 1.70800 -1.23511
H 0.74677 -3.32421 -0.38880
H 0.65254 -5.71709 0.23076
H -1.09188 -6.51797 1.78957
H -2.73296 -4.93569 2.73359
H -2.61909 -2.52601 2.13586
H 1.04846 -1.36785 -1.94141
H 0.59192 -1.59474 -4.36421
H -1.73532 -1.56371 -5.19006
H -3.61192 -1.32181 -3.60291
H -3.15519 -1.11329 -1.17488
*
```

Atomic partial charges in e from the Mulliken method, atoms 1 to 6: Pt 2.17; O -0.45; C -0.04; O -0.54; C 0.64; C -0.60

Record 4
A 5-piece molecular cluster, C26H54B2Cl8N2O5 overall at a distorted geometry. Source: the Open Molecules 2025 dataset; level of theory: ωB97M-V/def2-TZVPD.

Energy above the lowest of the compared OMol25 structures with the same formula, charge and spin   0.000 eV
Energy   -5240.1502 a.u.
Largest force on an atom   1.4 eV/A
HOMO   -8.51 eV
Frontier orbital gap   8.88 eV
SMILES   CCCCCC[C@@]1(B(O)O)[C@H](B(O)CC)NC(=O)[C@@]1(CCCOC)CNC.ClCCCl.ClCCCl.ClCCCl.ClCCCl

The geometry in ORCA input format:
```
! RIJCOSX wB97M-V def2-TZVPD def2/J DEFGRID3
* xyz 0 1
C -0.46688 5.52152 2.80021
C -1.83667 4.86894 2.59327
C -1.96359 3.53525 3.34309
C -1.16389 2.40822 2.67034
C -2.01048 1.65568 1.62832
C -1.61843 0.20170 1.34507
C -0.59316 -0.11992 0.20824
B -0.99035 -1.63734 -0.07027
O -2.09672 -1.95237 -0.85434
O -0.30237 -2.68175 0.54116
C -0.70796 0.86918 -0.95718
B -0.43668 0.44430 -2.47169
O -0.99995 -0.67424 -3.05136
C 0.43429 1.39495 -3.38612
C -0.38052 2.68520 -3.66023
N 0.17807 1.98320 -0.55269
C 1.11804 1.54985 0.35818
O 1.96749 2.27962 0.83603
C 0.93565 0.04218 0.56106
C 1.83147 -0.74571 -0.41380
C 3.25178 -0.19091 -0.59888
C 4.32414 -0.83707 0.26557
O 4.26525 -2.24994 0.18628
C 4.52897 -2.89791 1.40920
C 1.27387 -0.43086 2.00265
N 1.37090 0.61563 3.03422
C 2.73953 0.88834 3.45714
H -0.43017 6.46424 2.25559
H -0.28896 5.69348 3.86068
H 0.33575 4.90020 2.40560
H -2.60743 5.56029 2.93351
H -1.96044 4.67305 1.52534
H -3.01776 3.25868 3.40621
H -1.62510 3.68127 4.37133
H -0.25150 2.81205 2.24085
H -0.90568 1.68866 3.44805
H -3.02288 1.63541 2.03734
H -2.07917 2.26515 0.72649
H -2.54724 -0.29956 1.05453
H -1.32930 -0.25922 2.29227
H -2.85786 -2.08524 -0.27749
H -0.85677 -3.15833 1.15901
H -1.73535 1.26255 -0.99798
H -0.31107 -1.21595 -3.43739
H 0.58313 0.90178 -4.34959
H 1.40020 1.63564 -2.95194
H -0.12584 3.44325 -2.91786
H -1.45453 2.51720 -3.56387
H -0.15040 3.11006 -4.63297
H -0.23731 2.87785 -0.34966
H 1.92254 -1.77606 -0.07358
H 1.37286 -0.82840 -1.40503
H 3.54425 -0.37444 -1.63370
H 3.32051 0.88307 -0.45865
H 5.29611 -0.50838 -0.12019
H 4.26990 -0.48531 1.29811
H 5.32763 -2.40256 1.96670
H 3.64121 -2.93138 2.05091
H 4.83102 -3.92092 1.20435
H 2.21185 -0.99009 1.97866
H 0.52204 -1.14638 2.32421
H 0.88051 0.26043 3.84485
H 2.71463 1.60259 4.28017
H 3.27709 -0.00299 3.80193
H 3.26540 1.37391 2.63840
Cl -5.27858 -1.88439 -0.02132
C -6.53736 -2.55752 -1.09888
C -6.00483 -2.84034 -2.47865
Cl -5.60887 -1.33896 -3.35089
H -7.35567 -1.84789 -1.13064
H -6.89103 -3.47718 -0.63627
H -6.76635 -3.35715 -3.06019
H -5.10856 -3.45471 -2.44316
Cl 5.49730 -7.98290 2.28722
C 6.96049 -7.20440 1.63225
C 7.68072 -6.38413 2.67070
Cl 6.74757 -4.94329 3.15029
H 6.66154 -6.59432 0.78392
H 7.61414 -7.99971 1.27855
H 8.62663 -6.03000 2.26477
H 7.88101 -6.96486 3.56706
Cl 6.90966 4.02711 -1.77310
C 5.23117 4.61642 -1.63962
C 4.25672 3.50399 -1.35825
Cl 4.08441 2.39309 -2.74451
H 4.98681 5.13361 -2.56364
H 5.20976 5.33247 -0.82011
H 3.26919 3.91631 -1.15832
H 4.56065 2.91548 -0.49638
Cl -8.66335 -2.43032 -5.67444
C -10.20056 -1.85760 -4.98014
C -10.03159 -1.36662 -3.56632
Cl -9.64202 -2.70033 -2.44638
H -10.91558 -2.67434 -5.03275
H -10.55316 -1.04175 -5.60850
H -10.95898 -0.91676 -3.21689
H -9.23494 -0.63032 -3.49408
*
```

Atomic partial charges in e from the Mulliken method, atoms 1 to 6: C -1.06; C -0.39; C -1.21; C 1.00; C -1.19; C -1.24